{
  "formula": "C4H3F2I",
  "method": "ωB97M-V/def2-TZVPD",
  "species": ["C", "C", "C", "C", "F", "F", "I", "H", "H", "H"],
  "coordinates": [[-0.47604, -0.99441, 1.69399], [0.63750, -0.09326, -0.21448], [-0.48616, -0.41998, 0.50460], [0.57325, 1.30831, -1.61622], [-1.66015, 0.07138, -0.09124], [1.74095, 1.52700, -2.18548], [-1.01449, 1.43858, -2.91822], [-1.41376, -1.43861, 2.19791], [0.46534, -1.08489, 2.27832], [1.63355, -0.31412, 0.35082]],
  "forces_ev_per_angstrom": [[-1.4, -2.2, 3.7], [2.2, 2.3, -1.2], [-0.9, 2.5, -3.1], [0.1, -2.3, 3.0], [0.8, -1.3, 1.0], [0.1, -0.4, 0.2], [-0.1, -0.2, -0.1], [1.6, 1.1, -1.0], [-0.8, -0.1, -0.8], [-1.6, 0.6, -1.7]],
  "multiplicity": 3,
  "de_lowest_kcal_mol": 22.7,
  "fmax_ev_per_a": 4.6,
  "energy_ha": -651.41291
}